{"formula": "C4H6FI", "method": "the ωB97M-V functional and the def2-TZVPD basis", "e_homo_ha": -0.290, "smiles": "CC(C)=C(F)I", "spin_multiplicity": 1, "lumo_energy_ev": 0.312, "de_lowest_ev": 1.4341, "gap_ha": 0.30173, "energy_ha": -553.466959, "symbols": ["C", "C", "C", "C", "F", "I", "H", "H", "H", "H", "H", "H"], "positions_angstrom": [[0.0902, 0.1035, -0.0210], [1.5695, 0.3957, 0.4612], [-0.3886, -1.2829, -0.3655], [-0.9235, 1.1782, -0.0676], [1.6419, 1.5223, 1.1455], [2.9377, -1.1575, 0.5466], [0.2064, -2.0985, 0.1811], [-0.1681, -1.5633, -1.4393], [-1.4169, -1.2602, -0.0628], [-1.9276, 0.9934, 0.5389], [-1.2001, 1.0858, -1.0830], [-0.4209, 2.0836, 0.1659]], "forces_ev_per_a": [[6.72, -0.40, 2.90], [-8.46, -2.22, -2.37], [2.72, -0.79, -0.43], [-1.09, -1.16, 1.44], [1.36, 0.69, 0.27], [0.11, 0.61, 0.17], [-1.05, 1.23, -0.37], [-0.91, 0.46, 0.86], [-0.66, -0.66, -0.33], [2.30, 0.31, -0.87], [-0.80, 0.80, -1.38], [-0.26, 1.12, 0.12]]}